Entry 1:
# C36H55Mn2N5O22

A structure of composition C36H55Mn2N5O22 (ωB97M-V with the def2-TZVPD basis set, OMol25).

```
! RIJCOSX wB97M-V def2-TZVPD def2/J DEFGRID3
* xyz -2 11
Mn -1.333 4.275 -1.400
Mn 0.187 1.443 0.182
C 0.485 -0.372 -3.842
C 0.538 -0.136 -5.183
C 0.053 1.133 -5.779
O 0.163 1.476 -7.030
C -0.367 2.117 -5.030
C -0.551 1.987 -3.554
C 0.011 0.672 -2.977
O -0.066 0.679 -1.723
O -1.100 2.839 -2.889
O 0.809 -1.189 -5.888
H 0.587 -1.408 -3.554
H -0.680 3.134 -5.214
C -5.143 2.830 0.114
C -5.902 1.984 0.770
C -5.344 0.620 1.181
O -6.082 -0.288 1.786
C -4.051 0.409 1.152
C -3.081 1.312 0.591
C -3.750 2.706 -0.061
O -2.984 3.430 -0.737
O -1.830 1.172 0.517
O -7.149 2.338 0.919
H -5.662 3.740 -0.150
H -3.697 -0.461 1.686
C 1.003 3.837 -0.398
O 0.855 4.356 -1.464
O 1.672 2.758 -0.351
O -0.014 3.615 0.181
C -1.218 -8.023 0.739
C -1.712 -7.028 -0.339
O -1.258 -5.662 -0.001
C -1.305 -4.711 -0.963
O -1.923 -4.817 -2.023
O -0.695 -3.623 -0.547
C -0.997 -2.426 -1.150
H -1.858 -7.906 1.613
H -0.220 -7.896 1.158
H -1.324 -9.041 0.363
H -2.800 -7.041 -0.409
H -1.290 -7.332 -1.297
H -0.971 -1.676 -0.360
H -1.988 -2.473 -1.602
H -0.285 -2.164 -1.933
C -0.002 -3.698 3.504
C 1.196 -3.462 2.616
O 2.068 -4.556 2.742
C 2.114 -5.627 1.895
O 1.693 -5.562 0.756
O 2.661 -6.746 2.506
C 2.858 -7.961 1.797
H -0.745 -2.905 3.591
H 0.331 -3.659 4.541
H -0.460 -4.659 3.274
H 1.619 -2.483 2.845
H 0.897 -3.441 1.568
H 2.234 -8.069 0.910
H 2.701 -8.706 2.578
H 3.872 -8.227 1.501
C 2.824 -0.531 0.915
O 1.739 -0.132 0.573
N 3.462 -1.538 0.330
C 2.909 -2.309 -0.783
C 4.667 -2.021 1.032
H 3.444 -0.127 1.730
H 3.699 -2.471 -1.515
H 2.005 -2.008 -1.312
H 2.792 -3.276 -0.294
H 5.595 -1.920 0.469
H 4.849 -1.487 1.965
H 4.510 -3.074 1.266
C -5.088 -2.067 -3.714
O -6.011 -2.297 -2.971
N -4.296 -0.959 -3.634
C -3.356 -0.576 -4.663
C -4.542 0.067 -2.640
H -4.765 -2.733 -4.529
H -3.473 0.480 -4.907
H -3.421 -1.049 -5.643
H -2.354 -0.816 -4.309
H -5.128 -0.315 -1.804
H -3.659 0.438 -2.120
H -5.104 0.954 -2.932
C 4.787 3.476 -0.231
O 5.233 4.067 0.711
N 5.302 2.302 -0.592
C 4.611 1.578 -1.619
C 6.423 1.639 0.065
H 3.911 3.691 -0.863
H 5.362 1.557 -2.408
H 3.693 2.101 -1.889
H 4.244 0.615 -1.265
H 6.249 0.658 0.508
H 7.134 1.403 -0.727
H 6.927 2.170 0.873
C -1.854 6.527 0.721
O -1.537 6.099 -0.353
N -1.968 7.811 1.110
C -2.194 8.132 2.498
C -1.741 8.873 0.126
H -2.169 5.883 1.556
H -2.402 9.200 2.440
H -1.291 8.029 3.099
H -3.043 7.612 2.942
H -1.493 8.522 -0.876
H -2.627 9.499 0.018
H -0.993 9.399 0.719
C 0.364 0.967 3.474
O 0.023 1.441 2.375
N 1.346 1.529 4.150
C 1.726 0.958 5.455
C 2.007 2.773 3.686
H -0.108 0.078 3.920
H 1.077 0.249 5.971
H 1.751 1.791 6.158
H 2.695 0.461 5.401
H 1.634 3.061 2.703
H 1.785 3.552 4.415
H 3.070 2.630 3.491
*
```

Lowest unoccupied orbital energy (alpha / beta): 2.96 / 2.96 eV
DFT total energy: -153358.190 eV
Energy above the lowest of the compared OMol25 structures with the same formula, charge and spin: 1.988 eV
HOMO level (alpha / beta): -0.0683 / -0.0676 hartree
Expectation value of S²: 30.009
Kohn-Sham gap (alpha / beta): 4.82 / 4.80 eV

Entry 2:
# C36H55O18PS

A cluster of 4 separate species, C36H55O18PS in total (ωB97M-V with the def2-TZVPD basis set, OMol25).

```
! RIJCOSX wB97M-V def2-TZVPD def2/J DEFGRID3
* xyz 0 1
C 4.657 -2.438 0.879
O 4.510 -1.233 0.153
C 3.217 -1.100 -0.396
C 2.674 0.321 -0.243
C 2.475 1.030 -1.569
C 1.740 2.348 -1.337
C 0.230 2.193 -1.072
C -0.633 2.997 -2.034
C -2.135 2.627 -2.075
C -2.658 1.708 -3.198
C -1.724 0.667 -3.784
C -2.484 -0.364 -4.635
C -3.782 -0.930 -4.027
C -3.759 -1.628 -2.681
C -5.283 -1.814 -2.338
C -5.911 -0.512 -1.864
O -6.363 0.255 -2.677
C -6.026 -0.174 -0.422
C -5.277 0.852 0.114
C -5.401 1.178 1.448
C -6.283 0.475 2.245
C -7.047 -0.541 1.705
C -6.909 -0.880 0.376
O -3.225 -0.901 -1.499
S -3.024 -1.941 -0.302
O -1.717 -1.774 0.223
O -4.074 -1.989 0.644
O -3.197 -3.293 -1.183
C -2.992 -2.920 -2.605
C -3.646 -4.051 -3.409
C -2.742 -5.114 -3.967
O -2.422 -5.158 -5.105
O -2.331 -6.063 -3.067
P -1.121 -2.883 -2.666
O -0.526 -3.003 -4.007
H 5.690 -2.580 1.150
H 4.299 -3.294 0.308
H 4.036 -2.376 1.772
H 3.241 -1.362 -1.457
H 2.524 -1.790 0.082
H 1.698 0.244 0.220
H 3.358 0.889 0.373
H 3.424 1.201 -2.069
H 1.871 0.430 -2.247
H 1.926 3.046 -2.144
H 2.184 2.777 -0.444
H 0.047 2.587 -0.078
H -0.059 1.150 -1.012
H -0.618 4.012 -1.651
H -0.198 3.060 -3.024
H -2.361 2.208 -1.098
H -2.659 3.572 -2.126
H -3.011 2.353 -3.997
H -3.548 1.226 -2.815
H -1.163 0.159 -3.013
H -0.980 1.133 -4.417
H -2.800 0.177 -5.524
H -1.829 -1.144 -4.999
H -4.515 -0.138 -4.054
H -4.138 -1.700 -4.699
H -5.778 -2.043 -3.272
H -5.456 -2.621 -1.639
H -4.574 1.405 -0.488
H -4.808 1.970 1.868
H -6.375 0.717 3.289
H -7.750 -1.072 2.323
H -7.476 -1.690 -0.053
H -4.275 -3.664 -4.194
H -4.300 -4.542 -2.698
H -1.425 -5.860 -2.813
H -0.822 -4.005 -1.878
H -0.703 -1.775 -1.928
C 8.913 -4.676 -1.725
C 9.417 -3.885 -0.547
C 10.356 -4.624 0.374
O 10.189 -3.894 1.599
C 8.923 -3.404 1.599
O 8.381 -2.926 2.539
O 8.360 -3.545 0.372
H 8.193 -4.092 -2.298
H 9.740 -4.944 -2.381
H 8.408 -5.586 -1.399
H 9.866 -2.948 -0.890
H 11.393 -4.604 0.048
H 10.045 -5.657 0.548
C 0.992 -1.047 3.712
C 1.510 0.346 3.955
C 0.678 1.194 4.882
O 1.047 2.524 4.467
C 1.362 2.440 3.144
O 1.512 3.373 2.426
O 1.473 1.150 2.762
H 1.614 -1.563 2.981
H 1.001 -1.619 4.640
H -0.024 -1.026 3.315
H 2.550 0.306 4.292
H 0.906 1.039 5.934
H -0.395 1.072 4.718
C 1.077 6.721 5.634
C -0.405 6.626 5.383
C -0.793 6.049 4.047
O -2.113 6.594 3.874
C -2.135 7.787 4.522
O -2.994 8.597 4.420
O -1.031 7.922 5.304
H 1.273 7.205 6.590
H 1.518 5.724 5.651
H 1.568 7.313 4.861
H -0.887 6.077 6.198
H -0.811 4.962 4.040
H -0.166 6.407 3.229
*
```

Lowest unoccupied orbital energy: 0.13 eV
DFT total energy: -95202.079 eV
Structure (SMILES): COCCCCCCCCCCC[C@]1(CC(=O)c2ccccc2)OS(=O)(=O)O[C@]1(CC(=O)O)[PH2]=O.C[C@@H]1COC(=O)O1.C[C@@H]1COC(=O)O1.C[C@@H]1COC(=O)O1
Energy above the lowest of the compared OMol25 structures with the same formula, charge and spin: 0.000 eV
HOMO level: -0.3476 hartree
Kohn-Sham gap: 9.59 eV

Entry 3:
# C36H56BrHfN3O7P

A structure of composition C36H56BrHfN3O7P (ωB97M-V with the def2-TZVPD basis set, OMol25).

```
! RIJCOSX wB97M-V def2-TZVPD def2/J DEFGRID3
* xyz 1 1
Hf -0.749 -1.356 0.918
O -2.958 -4.607 1.916
C -2.753 -3.663 1.227
O -1.509 -3.191 0.929
C -3.811 -2.836 0.519
C -3.303 -2.488 -0.885
C -4.414 -2.027 -1.800
C -4.758 -0.650 -1.203
C -3.739 -0.515 -0.088
O -2.559 -1.231 -0.629
C -4.050 -1.384 1.121
C -3.114 -1.085 2.299
O -3.264 -1.570 3.374
O -2.055 -0.285 1.953
H -4.731 -3.418 0.496
H -2.622 -3.221 -1.305
H -5.246 -2.729 -1.788
H -4.058 -1.939 -2.825
H -5.775 -0.591 -0.815
H -4.631 0.145 -1.935
H -3.450 0.499 0.150
H -5.072 -1.271 1.481
Br 2.771 -6.485 -0.245
C 2.497 -5.568 1.391
C 3.012 -6.116 2.568
C 2.819 -5.414 3.743
C 2.122 -4.209 3.706
C 1.672 -3.789 2.475
N 1.850 -4.434 1.325
C 0.938 -2.517 2.319
O -0.070 -2.179 2.965
O 1.281 -1.760 1.324
H 3.546 -7.053 2.547
H 3.203 -5.798 4.677
H 1.921 -3.634 4.598
N 3.085 -1.526 -1.478
C 3.185 -2.717 -2.342
C 2.239 -2.625 -3.540
C 0.798 -3.082 -3.312
C -0.101 -2.158 -2.501
N 0.259 -2.139 -1.073
H 3.483 -0.724 -1.958
H 3.628 -1.656 -0.630
H 2.933 -3.588 -1.730
H 4.206 -2.874 -2.702
H 2.649 -3.238 -4.345
H 2.248 -1.597 -3.923
H 0.800 -4.078 -2.849
H 0.324 -3.213 -4.288
H -1.138 -2.476 -2.601
H -0.055 -1.136 -2.872
H 1.244 -1.808 -1.020
H 0.310 -3.104 -0.744
C -2.307 4.891 1.908
C -2.967 4.094 0.793
C -2.297 2.720 0.656
C -0.771 2.778 0.909
C -0.267 4.184 0.555
C -0.852 5.211 1.535
P 0.139 1.339 0.213
C 1.750 1.226 1.117
C 2.881 2.255 0.925
C 3.938 2.025 2.002
C 3.389 2.403 3.387
C 1.868 2.219 3.451
C 1.444 1.010 2.622
C 0.497 1.544 -1.577
C -0.796 1.433 -2.407
C -0.452 1.458 -3.894
C 0.150 2.816 -4.304
C 0.613 3.620 -3.091
C 1.343 2.760 -2.061
H -2.342 4.305 2.831
H -2.857 5.810 2.110
H -2.890 4.648 -0.146
H -4.033 3.959 0.980
H -2.506 2.316 -0.337
H -2.726 2.035 1.386
H -0.626 2.634 1.986
H -0.573 4.418 -0.467
H 0.816 4.257 0.573
H -0.787 6.204 1.087
H -0.234 5.238 2.435
H 2.154 0.281 0.729
H 2.533 3.284 1.006
H 3.315 2.147 -0.069
H 4.841 2.595 1.780
H 4.231 0.971 1.985
H 3.648 3.436 3.624
H 3.863 1.785 4.152
H 1.363 3.113 3.073
H 1.539 2.100 4.483
H 0.382 0.789 2.801
H 1.988 0.127 2.971
H 1.070 0.627 -1.775
H -1.460 2.271 -2.181
H -1.345 0.527 -2.138
H -1.332 1.231 -4.497
H 0.270 0.659 -4.092
H -0.584 3.396 -4.864
H 0.992 2.659 -4.981
H -0.248 4.101 -2.621
H 1.269 4.433 -3.407
H 1.656 3.385 -1.233
H 2.266 2.384 -2.512
*
```

Lowest unoccupied orbital energy: -2.36 eV
DFT total energy: -137683.812 eV
Energy above the lowest of the compared OMol25 structures with the same formula, charge and spin: 0.857 eV
HOMO level: -0.4357 hartree
Kohn-Sham gap: 9.49 eV

Entry 4:
# C36H56Cl2F2O10P2Si

A cluster of 3 separate species, C36H56Cl2F2O10P2Si in total (ωB97M-V with the def2-TZVPD basis set, OMol25).

```
! RIJCOSX wB97M-V def2-TZVPD def2/J DEFGRID3
* xyz 0 1
C 5.199 3.283 1.359
C 6.513 3.100 0.633
Cl 7.618 4.464 0.703
C 6.818 1.965 0.000
Cl 8.450 1.926 -0.737
C 6.097 0.645 -0.175
C 6.084 0.120 -1.672
O 6.498 0.623 -2.670
O 5.392 -1.065 -1.560
C 4.917 -1.271 -0.217
C 4.731 0.191 0.393
C 4.733 -0.144 1.908
C 5.763 -0.856 2.535
C 5.739 -1.158 3.887
C 4.696 -0.744 4.709
C 3.675 -0.005 4.117
C 3.708 0.286 2.762
C 3.377 0.640 -0.172
F 3.374 0.767 -1.546
F 2.952 1.882 0.258
C 2.175 -0.328 0.131
C 0.892 0.331 0.673
Si -0.318 1.013 -0.654
C 0.365 0.948 -2.412
C -1.864 -0.108 -0.649
C -0.949 2.724 -0.145
C -0.765 3.259 1.142
C -1.244 4.514 1.498
C -1.962 5.272 0.568
C -2.177 4.768 -0.700
C -1.661 3.495 -1.064
H 5.330 4.116 2.072
H 4.840 2.440 1.948
H 4.459 3.669 0.642
H 6.813 -0.056 0.298
H 5.777 -1.825 0.198
H 4.115 -2.003 -0.085
H 6.603 -1.205 1.931
H 6.527 -1.747 4.360
H 4.639 -0.946 5.777
H 2.824 0.379 4.684
H 2.900 0.878 2.335
H 2.495 -1.094 0.856
H 1.929 -0.888 -0.785
H 1.012 1.101 1.444
H 0.310 -0.474 1.162
H 0.942 0.030 -2.601
H 0.985 1.824 -2.654
H -0.494 0.909 -3.103
H -1.540 -1.156 -0.779
H -2.319 -0.035 0.353
H -2.570 0.204 -1.429
H -0.237 2.707 1.923
H -1.064 4.878 2.510
H -2.338 6.244 0.894
H -2.738 5.381 -1.408
H -1.855 3.142 -2.081
C -9.539 5.501 -3.903
C -8.737 5.369 -2.621
O -8.449 4.009 -2.318
P -7.204 3.245 -3.073
O -6.036 4.114 -2.734
O -6.966 2.008 -2.032
C -5.709 1.823 -1.384
C -5.686 2.506 -0.031
O -8.216 2.229 -3.917
C -8.406 2.383 -5.327
C -7.169 2.847 -6.066
H -8.924 5.243 -4.771
H -9.890 6.525 -4.037
H -10.401 4.833 -3.892
H -7.816 5.955 -2.678
H -9.321 5.758 -1.786
H -4.891 2.166 -2.018
H -5.572 0.748 -1.249
H -6.024 3.541 -0.091
H -4.677 2.498 0.387
H -6.370 2.000 0.652
H -9.244 3.062 -5.508
H -8.708 1.407 -5.711
H -6.845 3.837 -5.722
H -7.366 2.914 -7.136
H -6.340 2.155 -5.906
C 1.785 -5.331 -0.967
C 2.443 -4.552 0.156
O 1.738 -4.694 1.382
P 1.956 -6.040 2.308
O 3.429 -6.029 2.553
O 1.411 -5.477 3.741
C 2.247 -5.453 4.897
C 2.949 -4.116 5.028
O 0.412 -6.590 2.031
C 0.174 -7.731 1.199
C 1.247 -8.794 1.293
H 1.903 -6.407 -0.810
H 2.239 -5.084 -1.928
H 0.718 -5.113 -1.016
H 3.488 -4.852 0.275
H 2.433 -3.487 -0.087
H 2.960 -6.277 4.881
H 1.601 -5.612 5.763
H 3.435 -3.824 4.096
H 3.700 -4.145 5.820
H 2.227 -3.331 5.262
H 0.040 -7.402 0.165
H -0.780 -8.155 1.516
H 2.220 -8.409 0.963
H 0.994 -9.647 0.664
H 1.361 -9.138 2.322
*
```

Lowest unoccupied orbital energy: -0.23 eV
DFT total energy: -115651.622 eV
Structure (SMILES): C/C(Cl)=C(/Cl)[C@@H]1C(=O)OC[C@]1(c1ccccc1)C(F)(F)CC[Si](C)(C)c1ccccc1.CCOP(=O)(OCC)OCC.CCOP(=O)(OCC)OCC
Energy above the lowest of the compared OMol25 structures with the same formula, charge and spin: 3.238 eV
HOMO level: -0.3301 hartree
Kohn-Sham gap: 8.75 eV